Entry 1:
A cluster of 2 separate species, C4H14NOS2 in total. Source: the Open Molecules 2025 dataset; level of theory: wB97M-V/def2-TZVPD.

Positions of all 22 atoms, in Å:
N 0.698 -1.309 2.343
C 2.000 -1.170 1.559
C 1.779 -0.235 0.339
S 0.404 0.946 0.390
S -0.800 0.278 -1.150
C -0.203 1.160 -2.619
C -1.145 0.860 -3.798
H 0.212 -2.132 2.000
H 0.902 -1.318 3.336
H 0.073 -0.519 2.128
H 2.365 -2.111 1.177
H 2.618 -0.612 2.256
H 1.695 -0.842 -0.562
H 2.742 0.259 0.193
H -0.267 2.212 -2.355
H 0.800 0.889 -2.932
H -0.670 0.083 -4.386
H -1.360 1.732 -4.390
H -2.148 0.558 -3.486
H -2.140 -0.737 3.403
H -2.538 -1.526 2.265
O -1.779 -1.456 2.867

electronic energy = -29576.7847 eV
lowest unoccupied orbital energy = -3.2173 eV
frontier orbital gap = 9.319 eV
ΔE to the lowest compared entry with this formula, charge and spin = 13.5 kcal/mol
total charge = +1

natural (NBO) atomic charge list, values in e, 4 entries: -0.694 -0.236 -0.594 0.096

---

Entry 2:
A structure of composition C31H39ClIIrN4OP. Source: the Open Molecules 2025 dataset; level of theory: wB97M-V/def2-TZVPD.

Positions of all 79 atoms, in Å:
Ir -0.120 0.757 -0.407
C 0.399 2.400 -3.006
N 0.761 1.097 -2.413
C 2.219 0.889 -2.594
C -0.006 -0.050 -2.853
C -0.778 -0.082 -4.007
C -1.518 -1.213 -4.301
C -1.544 -2.292 -3.415
C -0.786 -2.268 -2.264
C 0.046 -1.170 -1.997
N 0.908 -1.045 -0.871
C 1.670 -2.038 -0.386
C 1.828 -3.275 -1.092
C 2.367 -4.369 -0.501
C 2.801 -4.300 0.848
C 2.789 -3.111 1.514
C 2.332 -1.913 0.902
N 2.521 -0.721 1.523
C 2.889 0.482 0.776
C 2.863 -0.680 2.945
H 0.916 3.176 -2.446
H 0.712 2.460 -4.051
H -0.670 2.569 -2.938
H 2.447 0.940 -3.661
H 2.523 -0.077 -2.212
H 2.758 1.679 -2.073
H -0.789 0.766 -4.679
H -2.093 -1.252 -5.217
H -2.167 -3.151 -3.627
H -0.811 -3.097 -1.569
H 1.498 -3.330 -2.119
H 2.466 -5.293 -1.055
H 3.204 -5.180 1.331
H 3.231 -3.064 2.498
H 3.460 1.130 1.435
H 2.031 1.050 0.420
H 3.518 0.219 -0.075
H 3.930 -0.849 3.113
H 2.289 -1.421 3.497
H 2.607 0.306 3.327
Cl -0.295 1.466 6.388
C -0.121 1.750 4.696
C 0.222 2.996 4.239
C 0.380 3.261 2.858
I 0.918 5.152 2.203
C 0.192 2.253 1.946
O 0.338 2.373 0.618
C -0.199 0.994 2.421
N -0.429 0.070 1.439
C -0.779 -1.159 1.768
C -0.900 -1.552 3.110
C -0.693 -0.637 4.110
C -0.343 0.692 3.783
H 0.385 3.794 4.951
H -0.969 -1.851 0.960
H -1.165 -2.575 3.335
H -0.793 -0.920 5.149
C -3.747 0.144 -1.991
C -3.126 1.541 -2.070
P -2.078 1.903 -0.637
C -3.142 1.556 0.794
C -4.442 2.363 0.823
C -1.820 3.719 -0.601
C -2.674 4.546 -1.566
H -4.206 -0.119 -2.944
H -4.525 0.101 -1.229
H -3.001 -0.616 -1.757
H -3.899 2.308 -2.083
H -2.549 1.655 -2.986
H -2.542 1.763 1.684
H -3.355 0.484 0.798
H -4.252 3.434 0.901
H -5.030 2.069 1.691
H -5.056 2.186 -0.060
H -0.764 3.904 -0.776
H -2.005 4.026 0.430
H -2.483 4.289 -2.610
H -2.422 5.599 -1.442
H -3.743 4.443 -1.377

electronic energy = -73525.6004 eV
lowest unoccupied orbital energy (alpha / beta) = -6.4119 / -7.3378 eV
2S+1 = 2
⟨S²⟩ = 0.78
frontier orbital gap (alpha / beta) = 6.517 / 5.719 eV
ΔE to the lowest compared entry with this formula, charge and spin = 0.0 kcal/mol
total charge = +2

Mulliken atomic charge list, values in e, 4 entries: 0.630 -1.323 -0.011 -1.014

---

Entry 3:
The molecule C6H12O2. Source: the Open Molecules 2025 dataset; level of theory: wB97M-V/def2-TZVPD.

Positions of all 20 atoms, in Å:
C -1.407 -2.077 2.383
C -0.830 -0.664 2.136
C 0.375 -0.569 1.186
C 0.033 -0.988 -0.259
C -0.496 0.219 -1.057
C 0.549 1.254 -1.352
O 0.606 2.426 -1.077
O 1.362 0.782 -2.335
H -1.615 -2.231 3.448
H -0.765 -2.886 2.037
H -2.392 -2.170 1.945
H -0.624 -0.267 3.124
H -1.608 -0.068 1.642
H 0.751 0.447 1.311
H 1.204 -1.196 1.550
H 1.024 -1.262 -0.625
H -0.739 -1.745 -0.280
H -1.327 0.653 -0.515
H -0.821 -0.151 -2.032
H 2.034 1.418 -2.609

electronic energy = -10511.7230 eV
lowest unoccupied orbital energy = 0.7959 eV
frontier orbital gap = 11.210 eV
ΔE to the lowest compared entry with this formula, charge and spin = 13.5 kcal/mol
structure (SMILES) = CCCCCC(=O)O

natural (NBO) atomic charge list, values in e, 4 entries: -0.623 -0.398 -0.399 -0.395

---

Entry 4:
The molecule C19H22N2O3. Source: the Open Molecules 2025 dataset; level of theory: wB97M-V/def2-TZVPD.

Positions of all 46 atoms, in Å:
C 3.463 0.990 -2.057
O 2.563 2.064 -2.006
C 1.692 1.997 -0.901
C 0.690 3.158 -0.996
N -0.530 2.971 -0.241
C -0.346 2.863 1.197
C -1.711 3.005 1.887
O -2.291 4.241 1.569
C -2.688 1.866 1.494
O -2.088 0.587 1.517
N -1.591 0.261 0.271
C -0.870 -0.787 0.163
C -0.281 -1.169 -1.123
C -0.410 -0.595 -2.374
C 0.307 -1.145 -3.428
C 1.129 -2.244 -3.233
C 1.255 -2.832 -1.980
C 0.546 -2.292 -0.924
C 0.474 -2.668 0.484
C 1.081 -3.691 1.185
C 0.820 -3.808 2.545
C -0.026 -2.921 3.190
C -0.642 -1.887 2.495
C -0.389 -1.765 1.142
H 4.105 0.964 -1.167
H 2.934 0.030 -2.135
H 4.077 1.139 -2.943
H 1.146 1.040 -0.915
H 2.267 2.045 0.038
H 1.166 4.085 -0.665
H 0.420 3.273 -2.048
H -0.998 2.126 -0.569
H 0.132 1.925 1.519
H 0.286 3.695 1.522
H -1.568 2.993 2.973
H -2.112 4.392 0.629
H -3.511 1.831 2.211
H -3.090 2.069 0.497
H -1.050 0.261 -2.522
H 0.226 -0.708 -4.412
H 1.680 -2.651 -4.068
H 1.896 -3.689 -1.838
H 1.743 -4.386 0.691
H 1.285 -4.604 3.108
H -0.213 -3.034 4.247
H -1.302 -1.196 2.996

electronic energy = -29180.9049 eV
lowest unoccupied orbital energy = -0.3511 eV
frontier orbital gap = 8.309 eV
ΔE to the lowest compared entry with this formula, charge and spin = 84.1 kcal/mol
structure (SMILES) = COCCNC[C@@H](O)CON=C1c2ccccc2-c2ccccc21

natural (NBO) atomic charge list, values in e, 4 entries: -0.245 -0.540 -0.083 -0.227

---

Entry 5:
A cluster of 2 separate species, C5H11NO3 in total. Source: the Open Molecules 2025 dataset; level of theory: wB97M-V/def2-TZVPD.

Positions of all 20 atoms, in Å:
C -0.655 0.454 -0.886
N -1.330 -0.708 -0.332
C -2.643 -0.766 -0.045
C -3.164 -2.059 0.429
O -3.416 0.194 -0.041
H -1.437 1.238 -0.892
H 0.195 0.859 -0.334
H -0.283 0.161 -1.920
H -0.821 -1.552 -0.484
H -2.588 -3.042 0.439
H -3.934 -2.372 -0.226
H -3.627 -1.890 1.428
C 3.924 1.241 0.353
C 2.487 1.015 -0.053
O 2.163 0.621 -1.103
O 1.738 1.230 1.095
H 4.612 1.334 -0.567
H 3.846 2.153 0.997
H 4.126 0.513 1.213
H 0.810 1.373 0.928

electronic energy = -12995.4483 eV
lowest unoccupied orbital energy = 0.5888 eV
frontier orbital gap = 10.324 eV
ΔE to the lowest compared entry with this formula, charge and spin = 32.4 kcal/mol
structure (SMILES) = CNC(C)=O.CC(=O)O

natural (NBO) atomic charge list, values in e, 4 entries: -0.406 -0.603 0.657 -0.718